Molecular formula: C26H53F9GaO12P4S
Method: DFT, ωB97M-V/def2-TZVPD

```
106
Properties=species:S:1:pos:R:3:forces:R:3
C 0.64283 0.45703 -0.53575 0.9 0.3 0.7
C 1.23781 -1.02908 -0.88961 0.3 0.1 1.3
P 0.69485 -1.74074 -2.57649 -0.1 -0.8 0.7
C 2.27181 -2.65553 -3.24009 1.3 -0.2 0.0
C 1.93397 -4.25132 -3.52374 0.0 -0.1 0.0
Ga 0.08946 0.00245 -4.08691 3.2 -1.1 -0.4
C 1.68218 1.32015 -4.08654 0.5 1.3 -0.8
C 1.27931 2.90178 -4.24698 1.2 0.7 0.4
C 0.42546 3.26568 -5.59999 -0.6 1.2 0.6
C 0.68239 4.88475 -5.91156 2.1 1.8 -5.4
O 1.17557 5.29119 -7.08755 -3.2 -2.4 7.3
O 0.35498 5.95339 -4.91375 2.2 -3.3 -0.7
P 0.01405 -1.03416 -6.20909 -0.1 -0.9 -0.8
C 1.77980 -1.63452 -6.73578 0.6 -1.5 0.0
C -0.94761 -2.70709 -5.94029 -1.2 0.1 -0.1
S -1.91763 0.89372 -3.40152 0.6 3.5 7.0
O -2.27592 0.20784 -2.04303 0.1 1.0 -4.6
O -1.67147 2.41205 -3.04691 -1.1 -4.3 -2.2
C -3.28940 0.79988 -4.68671 -0.6 1.1 -3.5
F -3.01985 1.93262 -5.64998 -0.8 -3.5 2.7
F -3.11588 -0.44364 -5.46926 -1.0 3.5 2.4
C -4.79737 1.05769 -4.10068 -0.1 2.9 1.2
F -5.59474 1.95033 -5.02288 2.3 -3.5 3.0
F -4.61215 1.89370 -2.85478 -0.7 -2.8 -4.0
C -5.60472 -0.28141 -3.61975 -2.0 -0.3 2.6
F -4.90287 -1.10548 -2.60510 -2.1 3.1 -3.6
F -6.86282 0.21104 -2.94301 3.9 -1.5 -2.2
C -6.09511 -1.28611 -4.81162 -0.8 -3.4 -1.7
F -5.15877 -2.46944 -4.84392 -3.2 4.3 -0.2
F -7.44601 -1.88564 -4.49829 4.7 2.3 -1.2
F -6.16382 -0.69249 -6.16444 0.3 -2.0 4.9
H 0.69558 1.20241 -1.44482 -0.3 -1.6 1.7
H 1.34440 0.91393 0.31480 -1.6 -0.9 -1.7
H -0.44046 0.41143 -0.09429 2.2 0.0 -1.2
H 0.81670 -1.77530 -0.06134 1.0 1.6 -1.7
H 2.42796 -1.06691 -0.82327 -2.5 0.3 -0.1
H 3.09643 -2.61818 -2.38020 -1.8 0.0 -1.8
H 2.76183 -2.11197 -4.16580 -1.1 -1.2 1.7
H 2.53962 -4.71239 -4.41546 -0.9 1.0 1.6
H 0.78292 -4.40480 -3.78793 2.5 0.3 0.8
H 2.25265 -4.86426 -2.55248 -1.0 1.2 -2.1
H 2.35762 1.03826 -5.02841 -1.4 0.6 1.9
H 2.34345 1.13256 -3.13855 -1.3 0.5 -1.7
H 0.75631 3.35035 -3.27263 0.9 -1.2 -2.2
H 2.30918 3.49820 -4.33702 -2.0 -1.1 0.1
H -0.74963 3.15669 -5.45850 2.5 0.2 0.0
H 0.73192 2.61984 -6.52730 -0.3 1.6 1.8
H 0.97383 5.74061 -4.13530 -1.5 0.3 -1.4
H 2.03299 -2.66993 -6.19975 -0.4 2.3 -1.0
H 1.72319 -1.90242 -7.89355 0.3 0.9 2.4
H 2.62884 -0.86815 -6.48061 -1.7 -1.4 -0.7
H -1.32233 -2.75593 -4.82358 0.9 -0.3 -2.2
H -0.33367 -3.64383 -6.28361 -1.2 1.8 0.8
H -1.92486 -2.60017 -6.61158 2.1 -0.5 1.4
O -1.61803 -1.52782 3.22222 -2.9 -2.6 -2.4
P -3.09285 -1.06786 3.32501 3.6 7.5 5.4
O -2.76232 0.52239 3.00156 -0.4 -0.8 -0.2
C -2.55413 0.89738 1.65207 -0.1 0.4 -0.6
C -3.87454 1.03174 0.92217 -0.2 0.1 -0.2
O -3.06478 -0.92563 4.98623 -0.8 -1.3 -0.2
C -2.27203 -1.82125 5.75733 0.3 0.0 0.1
C -0.95296 -1.17464 6.13660 0.2 0.2 0.0
O -4.74075 -0.55392 3.43987 1.2 -2.7 -2.2
C -5.69741 -1.57294 3.67876 -0.9 -0.3 0.2
C -5.84580 -1.87224 5.15739 0.1 -0.3 0.4
H -1.89982 0.17660 1.15330 0.0 0.1 0.0
H -2.04097 1.86362 1.66064 0.0 -0.2 0.1
H -4.35846 0.05652 0.81460 0.0 0.0 -0.1
H -3.72452 1.45230 -0.07559 0.0 -0.1 0.1
H -4.56498 1.67486 1.47908 0.2 -0.1 0.0
H -2.12459 -2.76681 5.22471 0.2 0.2 0.0
H -2.83129 -2.05806 6.66895 -0.1 0.1 -0.1
H -0.42848 -0.76604 5.26751 -0.1 -0.2 0.0
H -0.29659 -1.89536 6.63254 0.0 0.0 0.0
H -1.12467 -0.33472 6.81617 0.0 -0.1 0.0
H -5.43562 -2.47838 3.11621 -0.2 0.1 0.1
H -6.65420 -1.20777 3.28925 0.2 0.0 -0.1
H -5.03014 -2.51090 5.50658 -0.1 0.1 0.1
H -6.78179 -2.40492 5.35586 0.1 0.1 -0.1
H -5.82468 -0.95304 5.75460 0.0 -0.2 -0.2
O 3.47530 1.84917 3.30815 0.2 3.0 3.6
P 4.45333 1.42858 4.43234 2.0 -7.8 -5.9
O 5.73899 1.19660 3.41448 0.0 0.8 0.5
C 6.45433 2.33717 2.97578 0.4 0.1 -0.1
C 7.40391 2.82217 4.05158 0.2 0.1 0.2
O 3.94713 -0.16015 4.45160 -0.3 0.9 1.4
C 2.58349 -0.46900 4.18645 -0.4 -0.2 -0.4
C 2.40656 -0.90787 2.74493 0.0 -0.1 -0.2
O 5.54614 0.95862 5.68845 -1.8 3.3 -0.1
C 5.03243 0.99665 7.00956 0.1 -0.2 1.0
C 4.30608 -0.28423 7.36968 -0.5 -0.2 0.1
H 5.76168 3.12873 2.67562 0.0 0.0 -0.1
H 7.02511 2.04006 2.09094 -0.2 -0.1 0.1
H 6.84952 3.21752 4.90783 0.1 0.0 0.0
H 8.05250 3.61385 3.66754 0.0 0.0 0.0
H 8.02684 2.00049 4.42207 -0.1 0.1 -0.1
H 1.93717 0.37894 4.43699 0.1 -0.1 -0.2
H 2.29471 -1.29106 4.85030 0.2 0.0 0.0
H 2.83620 -0.19041 2.03922 -0.2 0.1 0.2
H 1.34710 -1.03883 2.50703 0.1 0.0 0.0
H 2.92233 -1.85703 2.57216 -0.1 0.0 0.1
H 4.38076 1.87050 7.13810 0.1 -0.1 0.2
H 5.88975 1.12311 7.68002 -0.1 0.1 -0.2
H 3.29936 -0.29100 6.94353 0.1 -0.1 0.0
H 4.19878 -0.38018 8.45526 0.1 0.1 -0.1
H 4.83412 -1.16428 6.98402 0.0 0.3 0.1
```
Positions in Å, forces in eV/Å.

Properties
Total charge: -1
Max |F| (eV Å⁻¹): 9.98
LUMO level (eV): -0.52
Gap between HOMO and LUMO (eV): 3.72
Energy (eV): -177203.733
HOMO level (eV): -4.2

---

Molecular formula: C26H54Cl2N6O5P2Si
Method: DFT, ωB97M-V/def2-TZVPD

```
96
Properties=species:S:1:pos:R:3:forces:R:3
C 0.48651 0.21196 1.16646 0.4 0.4 0.0
C 1.83068 -0.43425 0.85229 -0.1 0.6 -0.1
Cl 1.66424 -2.18492 0.51914 -0.1 -0.1 0.1
C 2.61245 0.32965 -0.26547 0.7 -0.6 0.6
C 3.00273 -0.45313 -1.48976 -0.3 0.4 -0.1
C 2.22465 -0.68854 -2.55594 0.1 0.1 0.1
Si 0.41986 -0.15478 -2.82789 -0.4 -0.3 -0.8
C -0.82644 -1.36533 -2.14284 0.3 0.4 0.3
C 0.03742 1.60632 -2.30935 -0.1 -0.1 0.2
C 0.15551 -0.18685 -4.69757 0.0 -0.1 0.3
C 2.86378 -1.48468 -3.65072 0.1 0.2 0.2
O 2.27047 -2.30878 -4.30194 -0.2 -0.1 -0.3
C 4.31962 -1.23654 -3.86957 0.3 0.2 -0.1
C 5.09174 -1.00640 -2.81655 -0.1 0.0 0.1
C 6.57751 -0.78162 -2.87905 0.1 -0.1 -0.2
C 6.83475 0.69447 -3.08116 0.2 0.5 0.7
O 7.05554 1.47744 -2.21529 -0.1 -0.3 -0.4
Cl 6.73699 1.25310 -4.77212 0.0 -0.2 0.0
C 4.40684 -0.98415 -1.48543 -0.2 -0.1 -0.2
O 4.94112 -1.39446 -0.48699 0.3 0.2 0.3
H -0.30875 -0.03632 0.46625 0.0 -0.2 0.1
H 0.64005 1.29380 1.09838 0.0 0.0 0.1
H 0.22907 0.01442 2.20505 -0.4 -0.3 -0.1
H 2.42518 -0.36086 1.75845 0.1 -0.2 0.0
H 2.12840 1.27131 -0.51467 -0.3 -0.2 -0.2
H 3.55307 0.59792 0.22051 0.0 0.2 -0.1
H -1.80099 -0.87642 -2.20609 -0.1 -0.3 0.0
H -0.82319 -2.26866 -2.75181 -0.1 0.0 0.0
H -0.64610 -1.63679 -1.10373 -0.1 -0.1 0.0
H -0.98369 1.79828 -2.65337 0.0 -0.1 -0.1
H 0.67896 2.33418 -2.80767 0.1 0.0 0.2
H 0.01888 1.76412 -1.23106 0.2 0.1 0.0
H 1.07094 0.04099 -5.24377 -0.1 0.1 -0.2
H -0.64207 0.50522 -4.97558 0.1 0.1 0.0
H -0.17959 -1.18231 -4.99041 0.2 0.0 -0.1
H 4.74782 -1.25463 -4.86506 -0.2 -0.3 -0.1
H 7.01803 -1.35388 -3.69344 0.0 0.1 -0.1
H 7.05115 -1.07152 -1.94228 -0.1 0.0 0.1
C -7.26610 -2.79673 0.02186 -0.2 -0.1 0.0
N -6.35847 -2.41637 -1.03548 0.2 -0.3 0.2
C -6.76845 -1.20891 -1.73138 0.2 0.1 -0.3
P -5.06227 -3.24702 -1.77956 -1.5 -1.2 4.9
O -3.94999 -2.27291 -1.70659 -0.1 0.3 -3.0
N -4.37574 -4.53489 -0.86750 0.4 0.3 0.4
C -5.04391 -5.38975 0.11002 -0.2 -0.4 -0.3
C -2.95039 -4.40576 -0.54334 0.1 0.2 0.1
N -5.96984 -4.18336 -2.81955 1.5 0.6 -2.4
C -7.21305 -4.85515 -2.50237 -0.5 0.5 0.3
C -5.15178 -4.87229 -3.82507 0.1 -0.1 0.1
H -8.30237 -2.87168 -0.33810 0.0 0.0 0.0
H -7.25714 -2.05180 0.82578 0.0 0.0 0.0
H -7.02286 -3.75145 0.46896 0.0 0.0 -0.1
H -7.35525 -1.43243 -2.63450 -0.1 0.1 0.0
H -5.90000 -0.61937 -2.02923 0.0 -0.1 0.0
H -7.37687 -0.58139 -1.07894 0.0 -0.1 0.1
H -5.75051 -4.86474 0.74719 0.0 -0.1 0.0
H -4.30556 -5.81797 0.78660 0.1 0.1 -0.1
H -5.53373 -6.25015 -0.35652 -0.2 0.1 0.0
H -2.77909 -3.79771 0.35245 0.1 0.0 0.0
H -2.39553 -3.96157 -1.36243 -0.1 0.1 0.0
H -2.52896 -5.39914 -0.37532 -0.1 0.0 0.0
H -7.19956 -5.40336 -1.55812 0.1 0.0 0.0
H -7.43582 -5.57069 -3.29188 0.1 0.0 -0.1
H -8.05044 -4.15433 -2.47551 0.1 0.0 0.1
H -4.67469 -5.77235 -3.41997 0.0 0.0 0.0
H -4.36331 -4.21125 -4.18976 0.0 0.0 0.1
H -5.75367 -5.14985 -4.69085 -0.1 0.0 0.0
C 0.92687 4.90419 2.54529 -0.1 0.2 0.1
N 1.25304 3.73917 3.33564 0.3 0.2 -0.2
C 0.09490 2.93285 3.67618 0.0 -0.3 0.2
P 2.68146 3.27023 4.14733 0.3 3.1 -4.2
O 2.89771 1.88878 3.65124 -0.5 -1.0 2.7
N 4.13724 4.00480 3.60473 0.1 -0.4 -0.5
C 4.29483 5.33275 3.01677 0.1 0.3 0.5
C 5.17198 3.09546 3.10062 0.0 -0.2 -0.1
N 2.47084 4.20036 5.51476 0.4 -2.1 1.9
C 1.99592 5.56846 5.55453 -0.7 0.1 -0.4
C 3.41336 3.85805 6.58717 0.2 0.1 0.0
H 0.14501 5.51303 3.02093 0.0 0.0 0.0
H 0.55019 4.60968 1.55874 0.0 0.0 0.0
H 1.77383 5.55806 2.38136 0.0 -0.1 0.1
H -0.32504 3.18785 4.66006 0.0 0.0 0.0
H 0.37209 1.87827 3.68494 -0.1 0.0 0.1
H -0.69630 3.05400 2.93461 0.1 0.1 -0.1
H 3.49659 5.61060 2.33329 0.1 0.1 0.0
H 5.20864 5.36490 2.42513 0.0 -0.2 0.0
H 4.42066 6.11068 3.77600 -0.2 0.0 0.0
H 5.01832 2.83082 2.04801 0.0 0.0 0.0
H 5.20889 2.17797 3.67753 -0.1 0.0 0.0
H 6.14881 3.57325 3.19944 -0.1 0.1 0.0
H 2.46943 6.22965 4.82604 0.1 0.0 0.0
H 2.19219 5.97844 6.54356 0.1 -0.1 0.0
H 0.91490 5.62070 5.40763 0.0 0.0 -0.1
H 4.40001 4.30767 6.42579 0.0 0.0 0.0
H 3.54421 2.77590 6.64564 0.0 0.0 -0.1
H 3.03164 4.18044 7.55620 -0.1 0.0 0.0
```
Positions in Å, forces in eV/Å.

Properties
Max |F| (eV Å⁻¹): 5.30
LUMO level (eV): -0.72
Energy relative to the best compared isomer or geometry (same formula, charge and spin) (kJ/mol): 0.0
Gap between HOMO and LUMO (eV): 7.62
Structure (SMILES): C[C@@H](Cl)CC1=C([Si](C)(C)C)C(=O)C=C(CC(=O)Cl)C1=O.CN(C)P(=O)(N(C)C)N(C)C.CN(C)P(=O)(N(C)C)N(C)C
Energy (eV): -98515.863
HOMO level (eV): -8.3